C22H24N2O6S in the gas phase. Source: the OMol25 dataset; level of theory: wB97M-V/def2-TZVPD.

Energy above the lowest of the compared OMol25 structures with the same formula, charge and spin = 1.6831 eV
HOMO-LUMO gap = 8.53 eV
Net charge = 0
HOMO = -7.96 eV
Spin multiplicity = 1
Calculated total energy = -1811.87877 Eh
F_max = 1.37 eV/Å
Structure (SMILES) = COc1ccc(-c2nc(CS(=O)(=O)CC(=O)NCc3ccccc3OC)c(C)o2)cc1

Each line ends with the Mulliken charge.
Positions of all 55 atoms, in Å:
C: -7.916 -1.757 1.248  -0.831
H: -8.821 -2.322 1.031  0.240
O: -7.297 -1.539 0.003  -0.456
C: -6.122 -0.861 -0.034  0.942
C: -5.553 -0.700 -1.301  -0.575
C: -4.363 -0.029 -1.454  -0.502
C: -3.708 0.504 -0.341  0.046
C: -4.277 0.345 0.920  -0.810
C: -5.470 -0.330 1.077  -0.381
H: -5.884 -0.439 2.067  0.390
H: -3.765 0.760 1.774  0.437
C: -2.457 1.207 -0.483  0.514
N: -1.765 1.759 0.476  -0.602
C: -0.666 2.305 -0.131  0.720
C: -0.731 2.039 -1.473  0.614
O: -1.875 1.352 -1.693  -0.383
C: 0.199 2.323 -2.590  -1.347
H: 0.404 3.390 -2.660  0.335
H: -0.236 1.976 -3.524  0.343
H: 1.138 1.799 -2.410  0.162
C: 0.413 2.938 0.643  -1.177
H: 0.951 3.695 0.081  0.389
H: 0.066 3.323 1.597  0.392
S: 1.624 1.606 1.015  0.988
O: 2.001 1.002 -0.234  -0.485
O: 2.699 2.149 1.811  -0.680
C: 0.706 0.425 2.054  -0.497
C: 1.292 -0.958 1.809  0.506
O: 0.612 -1.906 1.485  -0.659
N: 2.620 -1.004 2.034  -0.130
H: 3.127 -0.132 2.104  0.323
C: 3.411 -2.130 1.568  -1.192
C: 3.772 -1.957 0.114  0.861
C: 3.341 -2.851 -0.848  -0.590
C: 3.632 -2.649 -2.188  -0.701
C: 4.350 -1.532 -2.566  -0.685
C: 4.785 -0.620 -1.618  -0.592
C: 4.501 -0.823 -0.275  0.898
O: 4.899 0.005 0.734  -0.399
C: 5.455 1.253 0.396  -0.970
H: 5.559 1.792 1.336  0.245
H: 4.784 1.814 -0.260  0.357
H: 6.437 1.140 -0.076  0.378
H: 5.338 0.249 -1.938  0.409
H: 4.575 -1.357 -3.608  0.392
H: 3.289 -3.354 -2.929  0.398
H: 2.762 -3.709 -0.543  0.361
H: 4.311 -2.185 2.185  0.292
H: 2.811 -3.032 1.701  0.479
H: -0.343 0.455 1.771  0.187
H: 0.849 0.755 3.078  0.493
H: -3.927 0.088 -2.434  0.452
H: -6.071 -1.119 -2.149  0.427
H: -7.277 -2.340 1.918  0.339
H: -8.188 -0.813 1.732  0.335

A molecular structure, C22H24N4OP2V. Source: the OMol25 dataset; level of theory: wB97M-V/def2-TZVPD.

Energy above the lowest of the compared OMol25 structures with the same formula, charge and spin = 1.1624 eV
HOMO-LUMO gap (spin up / spin down) = 5.15 / 4.59 eV
Net charge = +2
HOMO (spin up / spin down) = -14.45 / -14.28 eV
Spin multiplicity = 2
Calculated total energy = -2772.87471 Eh
F_max = 11.28 eV/Å

Each line ends with the Mulliken spin population.
Positions of all 54 atoms, in Å:
C: -1.927 2.864 -2.690  -0.016
C: -1.721 1.600 -2.148  0.027
C: -0.355 1.092 -2.190  0.018
C: 0.681 2.095 -2.023  -0.025
C: 0.432 3.413 -2.440  0.016
C: -0.843 3.750 -2.865  0.029
C: 1.800 1.668 -1.256  -0.008
C: 2.269 0.366 -1.636  0.028
C: 1.230 -0.616 -1.840  -0.010
C: 1.587 -1.998 -1.565  0.038
C: 2.897 -2.370 -1.826  -0.028
C: 3.901 -1.389 -1.958  0.043
C: 3.614 -0.039 -1.789  0.004
H: -2.948 3.160 -2.937  0.001
H: 1.238 4.139 -2.419  0.000
H: -1.036 4.727 -3.306  0.001
H: 2.514 2.412 -0.721  -0.001
H: 3.130 -3.433 -1.903  0.001
H: 4.923 -1.713 -2.177  0.000
H: 4.406 0.708 -1.787  0.000
N: -0.080 -0.262 -2.194  0.106
V: 0.160 0.149 1.030  1.055
C: -2.758 0.794 -1.433  -0.004
H: -2.790 -0.240 -1.786  0.000
H: -3.751 1.242 -1.482  0.000
C: 0.553 -2.879 -0.981  0.003
H: -0.365 -2.898 -1.573  0.001
H: 0.900 -3.893 -0.777  0.001
P: -2.287 0.672 0.366  -0.035
P: 0.030 -2.173 0.669  -0.071
C: 1.263 -2.876 1.804  0.008
H: 1.009 -2.622 2.837  0.000
H: 1.248 -3.962 1.677  0.001
H: 2.257 -2.489 1.573  0.000
C: -1.449 -3.145 1.029  0.005
H: -1.151 -4.186 1.130  0.000
H: -1.924 -2.822 1.952  -0.001
H: -2.159 -3.060 0.211  -0.001
C: -2.655 2.338 1.027  0.005
H: -3.689 2.609 0.787  0.002
H: -2.518 2.342 2.115  -0.002
H: -1.965 3.057 0.575  0.000
C: -3.656 -0.334 1.046  0.002
H: -3.569 -0.449 2.128  0.000
H: -4.610 0.144 0.820  -0.001
H: -3.651 -1.326 0.596  0.001
C: -0.772 -0.124 2.573  -0.022
O: -1.233 -0.502 3.615  0.014
H: 0.542 1.138 0.353  -0.159
N: 1.504 0.673 2.499  -0.035
C: 2.269 1.090 3.300  0.042
N: 3.151 1.587 4.115  -0.020
C: 3.158 1.161 5.377  0.008
N: 3.197 0.810 6.494  -0.017

A molecular structure, C22H24N5O5PdS. Source: the OMol25 dataset; level of theory: wB97M-V/def2-TZVPD.

Energy above the lowest of the compared OMol25 structures with the same formula, charge and spin = 0.5349 eV
HOMO-LUMO gap = 7.85 eV
Net charge = +1
HOMO = -10.87 eV
Spin multiplicity = 1
Calculated total energy = -2028.71968 Eh
F_max = 0.82 eV/Å

Each line ends with the Mulliken charge.
Positions of all 58 atoms, in Å:
Pd: -1.015 -0.270 -0.376  0.407
C: -2.843 2.387 -3.113  -1.061
C: -4.044 1.767 -3.412  -0.430
C: -4.344 0.550 -2.823  -0.898
C: -3.441 -0.014 -1.935  0.606
N: -2.288 0.613 -1.643  0.338
C: -1.985 1.774 -2.222  -0.004
C: -3.628 -1.339 -1.294  0.837
C: -4.817 -2.050 -1.331  -0.658
C: -4.873 -3.289 -0.709  -0.442
C: -3.745 -3.778 -0.071  -0.711
C: -2.597 -3.002 -0.068  -0.191
N: -2.543 -1.818 -0.666  -0.105
H: -2.564 3.327 -3.564  0.449
H: -4.736 2.214 -4.111  0.441
H: -5.258 0.036 -3.071  0.342
H: -1.023 2.194 -1.953  0.422
H: -5.690 -1.650 -1.823  0.339
H: -5.790 -3.860 -0.722  0.437
H: -3.749 -4.736 0.426  0.421
H: -1.687 -3.319 0.428  0.516
O: 4.158 -0.782 1.517  -0.391
C: 3.399 -1.574 2.337  0.969
C: 4.025 -2.329 3.324  -0.914
C: 3.288 -3.159 4.147  -0.538
C: 1.913 -3.258 3.986  -0.814
C: 1.298 -2.514 2.999  -0.444
C: 2.014 -1.655 2.164  0.136
C: 1.260 -0.846 1.157  0.588
O: 1.720 0.198 0.682  -0.589
O: 0.108 -1.338 0.853  -0.621
H: 5.054 -0.776 1.872  0.272
H: 5.101 -2.263 3.437  0.311
H: 3.793 -3.733 4.912  0.393
H: 1.331 -3.906 4.625  0.417
H: 0.228 -2.570 2.862  0.384
S: -1.559 1.431 1.355  -0.322
C: -0.471 2.715 1.094  0.197
N: -0.640 3.941 1.599  -0.198
C: 0.425 4.851 1.193  -0.555
C: 1.442 3.879 0.559  -0.509
N: 0.657 2.660 0.393  0.799
H: -1.487 4.213 2.065  0.213
H: 0.835 5.381 2.051  0.327
H: 0.053 5.583 0.472  0.292
H: 2.293 3.693 1.218  0.310
H: 1.813 4.232 -0.400  0.307
H: 1.084 1.746 0.227  -0.124
N: 4.146 0.075 -1.657  -0.618
C: 2.898 -0.604 -1.977  -0.002
C: 1.760 0.390 -2.014  0.376
O: 2.134 1.649 -1.896  -0.434
O: 0.598 0.068 -2.168  -0.690
H: 4.437 -0.119 -0.708  0.209
H: 3.112 1.587 -1.742  0.417
H: 4.890 -0.141 -2.302  0.210
H: 2.625 -1.355 -1.238  0.112
H: 2.931 -1.107 -2.945  0.473

3 unconnected molecules or ions with the total composition C22H24NO6. Source: the OMol25 dataset; level of theory: wB97M-V/def2-TZVPD.

HOMO-LUMO gap = 8.07 eV
Net charge = +1
HOMO = -12.72 eV
Spin multiplicity = 1
Calculated total energy = -1358.24785 Eh
F_max = 5.05 eV/Å

Each line ends with the Mulliken charge.
Positions of all 53 atoms, in Å:
C: 4.429 0.228 0.647  -0.494
C: 5.097 1.728 0.626  -0.299
O: 4.311 2.767 1.313  -0.336
C: 3.689 3.616 0.286  -0.293
C: 2.261 4.297 0.712  -0.499
O: 1.369 3.441 1.508  -0.426
C: 1.185 2.109 0.912  0.618
C: 1.150 0.830 1.987  -0.611
C: 0.996 -0.700 1.416  -0.162
N: 0.880 -0.944 -0.084  0.201
C: 0.866 0.158 -1.135  -0.053
C: 0.749 -0.126 -2.763  -1.136
C: 1.013 1.759 -0.680  -0.194
H: 5.327 -0.542 0.505  0.400
H: 3.920 -0.069 1.668  0.153
H: 3.674 0.025 -0.242  -0.061
H: 6.136 1.650 1.208  0.305
H: 5.367 1.968 -0.489  0.267
H: 3.506 3.070 -0.751  0.239
H: 4.441 4.500 0.063  0.317
H: 1.649 4.629 -0.253  0.256
H: 2.406 5.304 1.336  0.349
H: 1.242 1.083 3.147  0.356
H: 0.979 -1.573 2.195  0.368
H: 0.817 -1.957 -0.381  0.315
H: -0.301 0.256 -3.107  0.277
H: 1.548 0.575 -3.295  0.404
H: 0.973 -1.245 -3.061  0.332
H: 1.017 2.627 -1.488  0.280
C: -5.114 1.604 -1.363  -0.467
C: -4.785 0.386 -1.804  -0.421
C: -3.448 -0.186 -1.551  0.169
O: -3.146 -1.300 -1.956  -0.610
C: -2.489 0.640 -0.791  0.045
C: -2.817 1.858 -0.350  -0.312
C: -4.154 2.430 -0.603  0.179
O: -4.457 3.544 -0.198  -0.526
H: -6.090 2.038 -1.541  0.433
H: -5.478 -0.232 -2.363  0.456
H: -1.513 0.205 -0.613  0.628
H: -2.125 2.476 0.209  0.517
C: -2.645 -5.357 1.840  -0.417
C: -1.314 -5.244 1.789  -0.474
C: -0.661 -4.290 0.871  0.475
O: 0.557 -4.188 0.822  -0.605
C: -1.535 -3.464 0.014  0.127
C: -2.866 -3.577 0.066  -0.574
C: -3.519 -4.531 0.983  0.196
O: -4.737 -4.633 1.032  -0.519
H: -3.140 -6.052 2.507  0.427
H: -0.660 -5.843 2.411  0.431
H: -1.040 -2.769 -0.652  0.369
H: -3.520 -2.979 -0.557  0.597